w) The following is a DFT calculation (the ωB97M-V functional and the def2-TZVPD basis) of a cluster of 7 separate species, C18H52N2O12 in total.

Output
* SMILES string: COC[C@H](C)N.COC[C@H](C)N.OCCO.OCCO.OCCO.OCCO.OCCO
* HOMO-LUMO gap: 9.212 eV
* total charge: 0

```
84
Properties=species:S:1:pos:R:3:lowdin_charge:R:1
C 2.938 -0.309 -2.249 -0.10
O 3.469 -1.613 -2.284 -0.20
C 4.517 -1.819 -3.200 -0.22
C 5.315 -3.056 -2.786 -0.44
C 6.067 -2.804 -1.489 -0.05
N 6.276 -3.439 -3.825 0.03
H 3.525 0.333 -1.582 0.09
H 1.909 -0.374 -1.902 0.07
H 2.955 0.148 -3.247 0.10
H 4.143 -1.938 -4.225 0.13
H 5.211 -0.961 -3.164 0.13
H 4.566 -3.839 -2.642 0.15
H 5.351 -2.695 -0.670 0.06
H 6.685 -1.908 -1.543 0.08
H 6.658 -3.684 -1.239 0.08
H 5.819 -3.752 -4.677 0.07
H 6.784 -2.609 -4.126 0.07
C -5.483 -0.421 -0.505 -0.13
O -4.870 -1.020 -1.601 -0.19
C -3.529 -1.443 -1.320 -0.19
C -2.925 -2.038 -2.577 -0.44
C -3.613 -3.331 -2.957 -0.06
N -1.490 -2.273 -2.410 0.06
H -4.887 0.409 -0.087 0.07
H -5.730 -1.142 0.285 0.09
H -6.409 0.067 -0.821 0.09
H -2.957 -0.548 -1.039 0.10
H -3.567 -2.151 -0.482 0.14
H -3.035 -1.317 -3.391 0.14
H -3.420 -3.633 -3.983 0.08
H -4.683 -3.262 -2.752 0.08
H -3.268 -4.148 -2.309 0.08
H -1.042 -1.454 -2.017 0.02
H -1.346 -3.051 -1.777 0.07
O -0.005 2.866 -0.298 -0.08
C 0.431 2.076 -1.406 -0.22
C -0.423 0.851 -1.608 -0.25
O -0.195 -0.131 -0.603 -0.09
H 0.247 2.387 0.503 0.03
H 0.381 2.724 -2.288 0.12
H 1.498 1.835 -1.309 0.11
H -0.153 0.420 -2.576 0.12
H -1.467 1.185 -1.621 0.12
H -0.675 0.167 0.182 0.04
O -4.505 2.770 2.086 -0.07
C -3.477 3.724 1.782 -0.22
C -3.198 3.785 0.315 -0.25
O -4.371 4.235 -0.344 -0.05
H -5.251 2.910 1.493 0.10
H -3.761 4.689 2.212 0.13
H -2.583 3.415 2.330 0.11
H -2.903 2.792 -0.047 0.11
H -2.334 4.435 0.135 0.13
H -4.130 4.530 -1.227 0.09
O 1.778 2.332 1.763 -0.08
C 1.090 3.051 2.806 -0.20
C 1.197 2.323 4.113 -0.25
O 2.483 2.599 4.642 -0.05
H 2.454 2.917 1.409 0.12
H 1.472 4.069 2.891 0.14
H 0.042 3.167 2.503 0.11
H 1.049 1.250 3.959 0.11
H 0.427 2.704 4.796 0.13
H 2.694 1.982 5.348 0.09
O 2.940 -0.177 1.036 -0.07
C 2.256 -1.238 1.696 -0.25
C 3.033 -2.515 1.545 -0.25
O 2.878 -3.103 0.272 -0.06
H 2.460 0.632 1.250 0.03
H 2.063 -0.986 2.748 0.11
H 1.267 -1.379 1.231 0.11
H 2.674 -3.246 2.271 0.12
H 4.094 -2.319 1.758 0.12
H 3.056 -2.431 -0.397 0.05
O -3.523 0.807 4.121 -0.06
C -2.935 -0.198 3.303 -0.22
C -1.601 0.254 2.742 -0.19
O -1.755 0.927 1.482 -0.09
H -3.872 1.490 3.531 0.04
H -2.796 -1.098 3.901 0.12
H -3.599 -0.444 2.468 0.12
H -0.898 -0.568 2.599 0.12
H -1.135 0.947 3.454 0.11
H -2.353 1.663 1.638 0.04
```

=====

x) The following is a DFT calculation (the ωB97M-V functional and the def2-TZVPD basis) of a cluster of 7 separate species, C18H52N2O12 in total.

Output
* SMILES string: COC[C@H](C)N.COC[C@H](C)N.OCCO.OCCO.OCCO.OCCO.OCCO
* HOMO-LUMO gap: 9.373 eV
* total charge: 0

```
84
Properties=species:S:1:pos:R:3:lowdin_charge:R:1
C -1.225 1.441 5.892 -0.14
O -0.415 0.327 5.811 -0.18
C -0.682 -0.440 4.628 -0.16
C -1.678 -1.535 5.055 -0.43
C -1.229 -2.464 6.169 -0.07
N -2.302 -2.258 3.924 0.05
H -2.285 1.205 5.796 0.08
H -1.203 2.087 5.015 0.07
H -0.977 1.922 6.838 0.10
H -1.103 0.202 3.854 0.11
H 0.206 -0.919 4.216 0.13
H -2.511 -0.987 5.495 0.12
H -0.422 -3.161 5.946 0.08
H -1.956 -3.092 6.685 0.07
H -0.884 -1.860 7.008 0.07
H -2.503 -3.143 4.368 0.05
H -1.552 -2.474 3.283 0.05
C -5.468 -0.444 -3.188 -0.13
O -4.825 0.425 -2.274 -0.19
C -4.282 1.674 -2.907 -0.15
C -2.829 1.996 -2.475 -0.42
C -2.125 3.226 -2.950 -0.06
N -2.018 0.791 -2.762 0.05
H -5.866 -1.303 -2.648 0.09
H -4.738 -0.822 -3.903 0.08
H -6.278 -0.047 -3.800 0.08
H -4.453 1.724 -3.982 0.12
H -4.915 2.500 -2.583 0.11
H -2.965 2.081 -1.397 0.13
H -1.069 3.264 -2.684 0.06
H -2.567 4.094 -2.462 0.08
H -2.116 3.422 -4.022 0.08
H -1.864 0.808 -3.760 0.07
H -2.548 -0.053 -2.598 0.07
O 1.381 3.852 0.305 -0.08
C 1.411 3.894 1.723 -0.24
C 0.252 3.093 2.231 -0.25
O -0.846 3.777 1.737 -0.06
H 2.246 4.159 0.025 0.08
H 2.417 3.563 1.981 0.12
H 1.245 4.895 2.121 0.12
H 0.175 2.912 3.303 0.12
H 0.183 2.115 1.756 0.09
H -0.880 3.757 0.778 0.08
O 5.606 -1.826 0.431 -0.09
C 4.648 -0.722 0.225 -0.20
C 4.352 -0.027 1.602 -0.18
O 5.644 0.230 2.291 -0.08
H 5.587 -2.390 -0.346 0.08
H 5.054 0.006 -0.478 0.10
H 3.779 -1.085 -0.323 0.09
H 3.689 -0.743 2.087 0.11
H 3.846 0.935 1.524 0.10
H 6.020 -0.635 2.114 0.05
O 1.586 -0.099 -3.919 -0.08
C 2.840 0.555 -3.666 -0.18
C 2.475 2.064 -3.291 -0.15
O 1.451 2.639 -4.229 -0.08
H 0.914 0.536 -4.177 0.07
H 3.406 -0.008 -2.924 0.11
H 3.505 0.590 -4.529 0.11
H 3.378 2.664 -3.183 0.11
H 2.049 2.149 -2.291 0.09
H 1.014 3.292 -3.678 0.06
O 1.595 -0.575 -1.124 -0.08
C 0.338 -0.094 -0.832 -0.26
C 0.237 -0.404 0.661 -0.23
O 0.191 -1.821 0.869 -0.09
H 1.795 -0.352 -2.036 0.03
H 0.201 0.971 -1.021 0.10
H -0.378 -0.635 -1.450 0.10
H -0.643 0.077 1.088 0.11
H 1.096 -0.132 1.275 0.10
H 0.701 -2.156 0.128 0.04
O -0.626 -5.005 -4.202 -0.07
C 0.460 -4.978 -3.246 -0.23
C 0.028 -4.906 -1.775 -0.18
O -0.234 -3.506 -1.458 -0.09
H -0.344 -4.398 -4.890 0.08
H 1.050 -5.882 -3.398 0.10
H 1.200 -4.237 -3.547 0.12
H 0.656 -5.461 -1.078 0.12
H -1.002 -5.254 -1.701 0.12
H -1.100 -3.585 -1.053 0.08
```

=====

From most stable to least stable, the computed energies give w), x).

=====

w) The following is a DFT calculation (the ωB97M-V functional and the def2-TZVPD basis) of a cluster of 2 separate species, C5H10NS in total.

Output
* HOMO-LUMO gap (alpha / beta): 7.517 / 7.567 eV
* total charge: +1

```
17
Properties=species:S:1:pos:R:3:lowdin_charge:R:1
C 0.669 1.550 0.036 0.02
C 0.275 0.369 -0.031 -0.02
C 1.721 0.414 0.385 -0.29
C 2.761 0.004 -0.454 -0.10
C -1.921 -0.526 -0.394 -0.47
N -2.206 -1.271 0.944 0.10
S -2.855 1.016 -0.359 0.76
H 0.709 2.547 -0.453 0.14
H 1.907 0.402 1.417 0.10
H 3.729 0.669 -0.478 0.15
H 2.422 -0.191 -1.480 0.10
H 3.140 -0.966 -0.241 0.08
H -1.943 -1.032 -1.321 0.05
H -1.483 -2.136 0.919 0.23
H -3.119 -1.593 1.293 0.17
H -1.803 -0.622 1.554 0.09
H -2.003 1.367 -1.337 -0.10
```

=====

x) The following is a DFT calculation (the ωB97M-V functional and the def2-TZVPD basis) of the ion C5H10NS with charge +1.

Output
* HOMO-LUMO gap: 8.917 eV
* total charge: +1

```
17
Properties=species:S:1:pos:R:3:lowdin_charge:R:1
C 2.043 -1.610 0.420 0.11
C 1.458 -0.612 -0.282 -0.04
C -1.110 -1.265 0.044 -0.39
C -0.244 1.845 0.482 -0.06
C -0.392 0.920 -0.716 -0.25
N -0.070 -0.477 -0.330 -0.11
S -2.768 -0.831 -0.048 0.93
H 1.552 -2.357 1.024 0.08
H 3.068 -1.710 0.242 0.06
H 1.847 0.037 -1.042 0.12
H -0.827 -2.357 0.022 0.13
H 0.843 2.056 0.911 0.14
H -0.609 2.812 0.245 0.07
H -0.874 1.325 1.138 0.05
H 0.114 1.367 -1.616 0.16
H -1.419 0.937 -0.941 0.04
H -3.547 -1.828 0.578 -0.02
```

=====

From most stable to least stable, the computed energies give x), w).

=====

w) The following is a DFT calculation (the ωB97M-V functional and the def2-TZVPD basis) of the ion C4H6NS with charge +1.

Output
* SMILES string: S/C=C\[NH+]1C=C1
* HOMO-LUMO gap: 8.853 eV
* total charge: +1

```
12
Properties=species:S:1:pos:R:3:lowdin_charge:R:1
S -0.032 -2.614 0.040 0.83
C -0.275 -1.134 1.022 -0.44
C -0.408 0.196 1.021 -0.14
N -0.373 0.922 -0.227 -0.05
C 0.895 1.579 -0.646 0.10
C 0.633 0.579 -1.390 0.16
H -0.256 -2.317 -1.274 -0.13
H -0.213 -1.555 2.000 0.05
H -0.656 0.778 1.860 0.12
H -1.338 1.379 -0.395 0.22
H 1.197 2.609 -0.306 0.17
H 0.827 -0.421 -1.705 0.10
```

=====

x) The following is a DFT calculation (the ωB97M-V functional and the def2-TZVPD basis) of the ion C4H6NS with charge +1.

Output
* HOMO-LUMO gap: 9.114 eV
* total charge: +1

```
12
Properties=species:S:1:pos:R:3:lowdin_charge:R:1
C 1.668 1.003 -0.707 0.05
C 0.982 -0.111 -0.657 -0.15
C -0.990 -0.365 0.883 -0.29
C 0.137 -1.156 0.058 -0.12
N 0.284 1.126 -1.010 -0.18
S -0.921 1.433 0.415 1.11
H 2.544 1.547 -0.587 0.11
H -0.612 -0.456 1.908 0.09
H -1.870 -0.957 0.520 0.12
H -0.139 -1.749 -0.860 0.15
H 0.863 -1.748 0.505 0.09
H -1.946 1.431 -0.468 0.01
```

=====

From most stable to least stable, the computed energies give w), x).